Entry 1:
# C15H24N2O4S

A single C15H24N2O4S molecule (ωB97M-V/def2-TZVPD, the OMol25 dataset).

The geometry in XYZ format:
```
46
Properties=species:S:1:pos:R:3:forces:R:3
C 7.0338 1.1880 0.6432 -0.412 -0.166 -0.114
C 5.9027 0.4048 -0.0044 0.388 -0.064 -0.108
O 4.6917 0.8329 0.5896 -0.148 0.103 0.117
C 3.5206 0.2994 0.1678 -0.270 -0.066 -0.018
C 2.3684 0.7912 0.7884 0.166 0.020 -0.052
C 1.1224 0.3218 0.4378 0.149 0.064 -0.052
C 1.0005 -0.6564 -0.5429 0.648 -0.065 0.003
N -0.2637 -1.1863 -0.9263 -0.348 -0.439 0.607
C -1.0846 -0.3875 -1.8149 -0.399 0.215 -0.336
C -1.6010 0.9106 -1.1744 0.164 -0.340 -0.265
O -1.3435 2.0071 -1.6282 0.063 0.216 -0.212
N -2.3379 0.6909 -0.0759 -0.299 -0.043 0.448
C -2.9606 1.7415 0.6932 -0.147 0.323 0.107
C -4.4823 1.5612 0.7846 0.129 -0.116 -0.107
C -4.8399 0.2995 1.5689 0.013 0.322 -0.027
C -5.1037 1.5278 -0.6091 0.043 0.137 0.245
S -1.0080 -2.1322 0.2196 0.573 -1.122 -0.053
C -0.1726 -3.7120 -0.0442 -0.445 0.786 0.149
O -0.7285 -1.6949 1.5558 0.219 0.038 -0.067
O -2.3921 -2.2708 -0.1519 -0.068 0.011 -0.343
C 2.1391 -1.1518 -1.1581 -0.201 0.148 0.099
C 3.3944 -0.6801 -0.8130 0.355 0.083 0.024
H 6.8873 2.2520 0.4802 0.035 0.108 -0.018
H 7.9854 0.8879 0.2141 0.106 -0.019 -0.032
H 7.0486 1.0010 1.7132 0.051 -0.015 0.101
H 6.0436 -0.6725 0.1610 -0.074 0.105 -0.068
H 5.8798 0.5955 -1.0862 -0.051 -0.075 0.107
H 2.4828 1.5499 1.5458 0.000 0.093 0.099
H 0.2409 0.7028 0.9262 -0.098 0.038 0.079
H -0.4946 -0.1308 -2.6983 -0.088 -0.012 0.167
H -1.9340 -1.0102 -2.1039 0.015 0.168 -0.146
H -2.5402 -0.2590 0.2001 -0.077 0.095 -0.159
H -2.5325 1.7524 1.7026 -0.013 0.081 -0.054
H -2.7159 2.6823 0.1935 -0.005 -0.085 0.124
H -4.8739 2.4304 1.3250 0.064 -0.030 -0.011
H -4.3818 0.3177 2.5554 0.029 -0.060 0.139
H -4.5010 -0.5945 1.0496 0.003 -0.163 -0.053
H -5.9182 0.2287 1.6929 -0.095 -0.088 0.021
H -4.8195 2.4113 -1.1759 -0.002 0.084 -0.128
H -6.1884 1.4930 -0.5407 -0.116 -0.027 -0.043
H -4.7655 0.6486 -1.1527 0.002 -0.096 -0.098
H -0.5629 -4.4214 0.6743 -0.097 -0.036 0.170
H 0.8853 -3.5499 0.1129 0.206 0.019 0.022
H -0.3815 -4.0310 -1.0560 -0.024 -0.032 -0.178
H 2.0409 -1.9068 -1.9240 -0.033 -0.094 -0.066
H 4.2603 -1.0823 -1.3147 0.091 -0.005 -0.017
```
Positions in Å, forces in eV/Å.

Properties
* molecular weight: 328.43 g mol⁻¹
* highest occupied orbital energy: -0.32254 Ha
* structure (SMILES): CCOc1ccc(N(CC(=O)NCC(C)C)S(C)(=O)=O)cc1
* relative energy (zero: lowest compared OMol25 entry of this formula, charge and spin): 1.452 eV
* calculated total energy: -1394.63789 a.u.


Entry 2:
# C15H24NO2P

A single C15H24NO2P molecule (ωB97M-V/def2-TZVPD, the OMol25 dataset).

The geometry in XYZ format:
```
43
Properties=species:S:1:pos:R:3:forces:R:3
C 1.8590 3.2168 -1.3146 -0.132 0.040 0.070
C 0.3376 3.1578 -1.2437 0.150 0.018 0.012
C -0.2472 2.2375 -2.3124 -0.240 -0.531 0.077
P -0.6291 0.4972 -1.8490 0.224 1.063 0.542
O -1.2022 -0.2325 -2.9903 -0.252 -0.629 -0.676
C -1.8979 0.6244 -0.4886 0.365 0.096 -0.256
C -1.3461 0.5169 0.9079 -0.341 -0.174 -0.027
O -0.8590 1.4968 1.4522 0.183 0.425 0.132
N -1.3742 -0.6880 1.5184 0.104 0.040 0.168
C -2.0376 -1.8766 1.0202 -0.044 -0.293 -0.413
C -1.2233 -2.6248 -0.0322 -0.180 0.091 0.186
C -0.7381 -0.7995 2.8211 0.077 0.195 0.272
C -1.7340 -0.6259 3.9637 0.168 -0.018 -0.210
C 0.8923 -0.2938 -1.2203 -0.395 0.246 -0.182
C 1.5567 0.0610 -0.0531 0.040 -0.047 0.050
C 2.7085 -0.6148 0.3107 0.073 0.022 0.115
C 3.2082 -1.6323 -0.4862 0.027 -0.041 0.007
C 2.5544 -1.9779 -1.6573 0.080 -0.049 0.011
C 1.3993 -1.3100 -2.0206 -0.090 -0.005 -0.135
H 2.2923 2.2226 -1.2346 0.108 -0.021 -0.017
H 2.1787 3.6523 -2.2600 0.068 0.025 -0.078
H 2.2513 3.8292 -0.5059 0.119 0.044 0.056
H -0.0566 4.1666 -1.3900 -0.046 -0.057 0.075
H 0.0233 2.8275 -0.2522 -0.061 0.130 0.049
H -1.2129 2.6052 -2.6774 0.054 -0.068 -0.002
H 0.4118 2.1712 -3.1839 -0.059 -0.035 0.005
H -2.6424 -0.1298 -0.7354 0.065 -0.002 -0.060
H -2.3476 1.6148 -0.5989 0.018 -0.111 0.066
H -3.0215 -1.6190 0.6174 0.040 -0.068 0.124
H -2.2028 -2.5323 1.8784 -0.082 0.117 -0.043
H -1.1487 -2.0502 -0.9522 -0.022 -0.085 -0.077
H -0.2175 -2.8194 0.3338 0.123 -0.019 0.015
H -1.7023 -3.5740 -0.2583 -0.035 -0.119 -0.077
H 0.0184 -0.0148 2.8826 -0.023 -0.194 -0.009
H -0.2447 -1.7733 2.8804 0.004 0.034 -0.043
H -2.5209 -1.3760 3.9171 -0.086 -0.072 0.038
H -1.2220 -0.7190 4.9174 0.007 -0.022 0.146
H -2.1880 0.3598 3.9059 -0.047 0.090 0.017
H 1.1849 0.8555 0.5722 -0.050 0.110 0.106
H 3.2214 -0.3416 1.2215 0.042 0.025 0.071
H 4.1086 -2.1532 -0.1947 0.070 -0.038 0.023
H 2.9431 -2.7667 -2.2844 0.022 -0.057 -0.051
H 0.8667 -1.5678 -2.9245 -0.048 -0.055 -0.079
```
Positions in Å, forces in eV/Å.

Properties
* molecular weight: 281.34 g mol⁻¹
* highest occupied orbital energy: -0.34285 Ha
* structure (SMILES): CCC[P@](=O)(CC(=O)N(CC)CC)c1ccccc1
* relative energy (zero: lowest compared OMol25 entry of this formula, charge and spin): 0.000 eV
* calculated total energy: -1132.62141 a.u.


Entry 3:
# C15H25BiN4O4S

C15H25BiN4O4S as an isolated structure (ωB97M-V/def2-TZVPD, the OMol25 dataset).

The geometry in XYZ format:
```
50
Properties=species:S:1:pos:R:3:forces:R:3
Bi -0.4590 0.7663 -0.4251 -2.612 -1.119 -0.531
C -0.1514 -3.2616 -6.4382 0.890 0.491 -0.186
C -0.4105 -2.9364 -5.0019 -1.114 -0.337 0.703
C -1.5680 -3.4777 -4.3891 0.972 0.409 -0.121
C -1.8444 -3.2458 -3.0506 -0.998 -0.927 0.159
C -0.9806 -2.5106 -2.2720 0.293 0.654 -0.166
C 0.1657 -1.9599 -2.8603 0.115 0.656 0.367
C 0.4255 -2.1225 -4.2131 -0.063 -0.562 -0.175
S -1.4220 -2.1224 -0.6049 1.135 0.380 0.039
O -2.1232 -3.1902 -0.0096 -0.523 -0.838 0.227
O -0.1438 -1.6763 0.0354 0.455 0.348 0.062
N -2.1980 -0.7308 -0.5044 0.412 1.211 -0.104
C -3.4169 -0.3545 -1.2496 1.024 -0.297 0.080
C -3.3212 1.1841 -1.4586 -1.534 -0.215 -0.452
O -4.2032 1.6902 -2.0993 0.760 0.196 0.381
O -2.3133 1.8568 -0.8792 0.801 -0.418 0.091
H -0.9997 -3.6874 -6.9463 -0.418 -0.104 0.020
H 0.6759 -3.9722 -6.5525 -0.077 0.101 0.172
H 0.1457 -2.3578 -6.9785 -0.018 -0.093 -0.010
H -2.2300 -4.1079 -4.9660 -0.032 0.034 -0.034
H -2.7258 -3.7183 -2.5906 0.402 0.325 -0.248
H 0.8672 -1.3840 -2.2384 -0.245 -0.314 -0.320
H 1.3173 -1.6805 -4.6567 -0.183 -0.097 0.135
H -4.3903 -0.6111 -0.7436 1.151 0.265 -0.375
H -3.3489 -0.8660 -2.2397 -0.490 0.600 0.486
N 2.0773 1.2772 5.4506 0.145 1.306 0.015
C 1.5961 1.3190 3.9825 -1.149 -1.038 0.695
C 0.4941 2.3847 3.8771 0.268 1.156 -0.413
C 0.0853 2.6507 2.4017 -0.167 0.592 0.156
N -0.7540 1.5266 1.8942 -0.803 0.388 -0.738
C 1.2995 2.9384 1.5247 0.648 -0.004 0.731
C 2.3990 1.8610 1.6288 -0.017 -1.008 -0.845
N 1.9646 0.5861 0.9261 0.759 -0.816 0.181
C 2.7898 1.5794 3.1001 1.224 0.749 -0.160
H 1.2845 1.1562 6.1043 0.388 -0.079 -0.258
H 2.5090 2.2246 5.6715 -0.416 -1.405 -0.126
H 2.7769 0.5365 5.6250 -0.279 0.351 -0.062
H 1.1417 0.2825 3.8329 0.690 1.209 0.004
H 0.8571 3.3776 4.2628 -0.160 -0.900 -0.155
H -0.4163 2.1339 4.4279 0.205 -0.123 0.186
H -0.5377 3.5765 2.3679 0.294 -0.812 0.179
H -1.7421 1.8117 1.9209 0.285 -0.193 -0.103
H -0.6919 0.7143 2.4840 0.036 -0.494 0.188
H 1.7732 3.8386 1.9490 -0.300 0.018 -0.315
H 1.0016 3.1947 0.4913 0.276 -0.250 0.388
H 3.2826 2.2488 1.0855 -0.354 -0.274 0.452
H 1.9641 -0.2823 1.5102 -0.056 1.146 -0.310
H 2.6399 0.3193 0.1837 -0.513 0.499 0.569
H 3.3580 2.4980 3.4610 -0.708 -0.974 -0.228
H 3.5005 0.7223 3.1693 -0.399 0.605 -0.232
```
Positions in Å, forces in eV/Å.

Properties
* molecular weight: 566.44 g mol⁻¹
* charge: +2
* highest occupied orbital energy: -0.51208 Ha
* calculated total energy: -1718.79210 a.u.


Entry 4:
# C15H25Br2N3O8PS3

A 3-piece molecular cluster, C15H25Br2N3O8PS3 overall (ωB97M-V/def2-TZVPD, the OMol25 dataset).

The geometry in XYZ format:
```
57
Properties=species:S:1:pos:R:3:forces:R:3
C -2.2317 3.3521 2.7926 0.283 0.151 -0.327
C -2.0898 2.1614 1.9117 0.055 0.104 0.294
Br -3.4614 1.8946 0.6528 -0.143 -0.166 -0.103
C -1.0906 1.2935 2.0130 -0.167 -0.193 -0.136
Br 0.2351 1.5417 3.3239 0.190 -0.060 0.080
C -0.8929 0.1400 1.1236 0.186 0.166 -0.818
C -0.6828 0.3360 -0.2267 -0.003 -0.420 0.708
C -0.4727 -0.7669 -1.0705 -0.058 0.535 -0.842
C -0.1222 -0.5747 -2.5149 0.669 -0.120 0.271
C 1.4108 -0.8101 -2.7037 -0.400 0.144 0.251
C 2.2449 -0.3278 -1.5290 0.184 0.195 -0.040
C 3.7506 -0.2328 -1.7667 -0.020 -0.194 0.695
N 4.4647 -0.0890 -0.4817 -0.355 0.023 -0.442
N -0.5053 -2.0026 -0.6435 -0.046 -0.625 0.735
N -0.6891 -2.1553 0.6633 -0.001 0.476 -0.724
C -0.8700 -1.1909 1.5444 0.188 -0.352 1.086
P -1.2147 -1.7077 3.2913 -1.079 0.207 0.482
S -2.9156 -1.0612 3.9249 0.218 0.030 -0.185
H -3.0641 3.9700 2.4929 -0.268 0.046 0.127
H -2.2994 3.0499 3.8311 -0.207 -0.031 0.216
H -1.3255 3.9444 2.6915 0.124 0.174 0.083
H -0.6579 1.3333 -0.6247 0.008 0.223 -0.161
H -0.6903 -1.2809 -3.1055 -0.104 -0.099 -0.233
H -0.3643 0.4329 -2.8295 -0.190 0.198 0.026
H 1.7286 -0.2852 -3.5968 -0.022 -0.074 -0.336
H 1.5673 -1.8752 -2.8315 0.158 -0.176 -0.179
H 2.1325 -0.9967 -0.6833 -0.213 -0.191 0.183
H 1.9224 0.6588 -1.1873 -0.177 0.205 -0.020
H 4.1070 -1.1456 -2.2318 0.121 -0.084 -0.287
H 3.9969 0.6174 -2.3918 0.063 0.065 -0.279
H 4.2945 -0.9456 0.0326 0.170 -0.053 0.144
H 3.9618 0.6258 0.0340 0.266 0.175 0.223
H -0.6948 -3.1188 0.9725 0.070 -0.195 -0.082
H -1.1469 -3.1071 3.1845 0.366 -0.035 -0.224
H -0.0895 -1.3386 4.0204 0.375 -0.089 -0.169
C 5.3534 -3.8689 2.7266 0.047 -0.173 0.317
C 4.6277 -5.0642 2.1438 0.221 -0.032 -0.283
O 3.2337 -4.6843 2.2072 0.104 0.052 0.234
S 3.1005 -3.1226 1.9906 0.267 -0.265 0.221
O 2.7622 -2.8592 0.6349 -0.205 0.217 -0.143
O 2.2946 -2.5898 3.0348 -0.363 0.078 -0.094
O 4.6153 -2.7338 2.2198 -0.044 -0.077 -0.177
H 5.3042 -3.8526 3.8154 -0.017 0.006 -0.012
H 6.3873 -3.8020 2.4042 -0.038 0.171 -0.129
H 4.7827 -5.9750 2.7125 -0.202 0.001 0.083
H 4.8920 -5.2316 1.0992 0.004 0.008 0.010
C -4.4032 4.0840 -2.0771 -0.202 0.176 0.206
C -5.2921 2.9458 -2.5370 0.242 -0.233 -0.108
O -6.1829 3.5576 -3.4695 -0.043 0.195 0.138
S -5.4296 4.7349 -4.2591 0.067 -0.178 0.225
O -4.9518 4.2399 -5.4950 0.090 0.028 -0.178
O -6.2203 5.9016 -4.1743 -0.155 0.122 -0.071
O -4.1794 4.8571 -3.2582 0.024 -0.182 -0.104
H -4.9050 4.7108 -1.3364 -0.005 -0.037 0.014
H -3.4522 3.7433 -1.6818 0.123 0.073 -0.136
H -5.8627 2.4984 -1.7271 -0.175 0.079 -0.070
H -4.7199 2.1715 -3.0556 0.018 0.011 0.040
```
Positions in Å, forces in eV/Å.

Properties
* molecular weight: 662.36 g mol⁻¹
* charge: +1
* highest occupied orbital energy: -0.43307 Ha
* relative energy (zero: lowest compared OMol25 entry of this formula, charge and spin): 0.000 eV
* calculated total energy: -8036.37752 a.u.


Entry 5:
# C15H25Cl2N3PdSSe2

C15H25Cl2N3PdSSe2 as an isolated structure (ωB97M-V/def2-TZVPD, the OMol25 dataset).

The geometry in XYZ format:
```
49
Properties=species:S:1:pos:R:3:forces:R:3
Pd 0.5747 0.0046 0.2506 0.167 -0.253 0.145
C 4.0957 0.6638 1.6280 -0.081 -0.066 -0.010
Se 3.2450 -0.2301 0.1244 -0.018 0.021 -0.020
C 3.2308 -2.0379 0.8612 -0.018 0.044 -0.057
C 2.4683 -2.2089 2.1637 -0.053 -0.063 -0.003
Se 0.5358 -2.4278 1.9171 0.014 0.081 0.095
C 0.1143 -2.0974 3.7910 -0.014 0.000 -0.129
H 4.9999 0.1295 1.9128 0.007 0.013 0.005
H 3.4051 0.7321 2.4652 0.030 0.026 0.017
H 4.3528 1.6672 1.2979 0.002 0.002 -0.007
H 4.2738 -2.3280 0.9898 -0.007 -0.015 0.029
H 2.7988 -2.6436 0.0630 0.021 -0.004 -0.005
H 2.6071 -1.3603 2.8339 0.024 0.000 -0.008
H 2.8242 -3.1055 2.6730 -0.004 0.011 0.014
H 0.6915 -2.7520 4.4403 0.002 -0.010 -0.004
H -0.9452 -2.3126 3.9179 0.005 0.010 0.047
H 0.3053 -1.0513 4.0267 -0.009 -0.004 0.017
C -2.8730 -0.8755 0.7412 0.038 0.063 0.010
C -2.5935 0.1555 1.8247 -0.007 -0.014 -0.035
N -2.2828 1.4594 1.2436 0.012 -0.140 0.002
C -1.0766 2.0453 1.2588 -0.227 0.231 0.117
S 0.2456 1.5191 2.2006 0.027 -0.043 -0.207
N -0.9609 3.1868 0.5469 0.076 0.116 0.139
C -2.0719 4.0202 0.1064 -0.067 -0.038 -0.131
C -2.5594 3.7228 -1.3074 -0.004 0.034 0.060
H -3.1259 -1.8362 1.1909 -0.006 0.000 0.001
H -1.9911 -1.0125 0.1113 -0.010 -0.016 -0.004
H -3.7114 -0.5667 0.1114 -0.007 -0.020 0.002
H -1.7372 -0.1367 2.4290 -0.006 0.010 0.006
H -3.4563 0.2729 2.4838 0.015 -0.004 0.018
H -2.9202 1.7599 0.5218 0.007 0.047 0.017
H -0.0614 3.6252 0.6541 0.014 -0.027 -0.013
H -1.7299 5.0533 0.1617 -0.005 -0.001 0.007
H -2.8913 3.9248 0.8249 0.017 0.005 0.000
H -1.7616 3.8819 -2.0323 -0.008 -0.009 0.004
H -3.3909 4.3837 -1.5540 -0.009 -0.005 -0.026
H -2.8979 2.6913 -1.4192 -0.006 0.018 -0.010
Cl -0.5314 1.1486 -2.1706 0.017 -0.009 -0.047
C -0.0245 -0.2284 -3.1092 0.098 -0.237 0.084
C -0.1261 -0.1593 -4.4783 -0.024 0.044 0.007
C 0.2610 -1.2492 -5.2513 0.018 -0.045 0.009
C 0.7350 -2.4073 -4.6388 0.013 -0.033 -0.081
C 0.8135 -2.4806 -3.2699 -0.041 0.106 0.107
Cl 1.4109 -3.9291 -2.5371 0.016 -0.033 -0.027
C 0.4497 -1.3923 -2.3974 -0.135 0.272 -0.175
N 0.5492 -1.5032 -1.0929 0.133 -0.082 0.026
H -0.5014 0.7401 -4.9478 -0.004 0.012 0.023
H 0.1931 -1.1977 -6.3290 -0.002 0.002 -0.005
H 1.0403 -3.2583 -5.2324 -0.001 0.003 -0.006
```
Positions in Å, forces in eV/Å.

Properties
* molecular weight: 614.70 g mol⁻¹
* 2S+1: 3
* highest occupied orbital energy (alpha / beta): -0.23004 / -0.25609 Ha
* relative energy (zero: lowest compared OMol25 entry of this formula, charge and spin): 0.000 eV
* calculated total energy: -7000.09318 a.u.


> Number 5 is which compound?

C15H25Cl2N3PdSSe2


> Which value of calculated total energy does entry 4 give?

-8036.37752 a.u.